# C59H139N2O3P3

6 unconnected molecules or ions with the total composition C59H139N2O3P3 in a non-equilibrium geometry (ωB97M-V/def2-TZVPD, the Open Molecules 2025 dataset).

Structure (XYZ):
```
206
Properties=species:S:1:pos:R:3:forces:R:3:lowdin_charge:R:1
C 0.940456 -1.546172 -2.855501 0.85 0.78 -0.64 -0.054
C 0.767126 -0.495682 -1.728291 0.39 -0.51 1.58 -0.617
C -0.563854 -0.674392 -0.993541 -0.22 0.41 -0.39 -0.077
O 1.801226 -0.424282 -0.767941 -0.48 -0.05 -0.32 -0.330
H 1.938306 -1.426012 -3.277351 0.33 0.02 0.22 0.038
H 0.334996 -1.258942 -3.715161 -0.62 -0.10 -0.01 0.050
H 0.846456 -2.623642 -2.720141 -0.37 0.04 0.73 0.074
H 0.656536 0.455328 -2.249291 0.16 0.57 -0.49 0.081
H -1.435744 -0.388602 -1.581951 -0.23 -0.50 -0.60 0.052
H -0.647004 0.081408 -0.212551 0.40 -0.28 0.60 0.049
H -0.643734 -1.704772 -0.647091 -0.21 0.20 0.35 0.044
C -0.468794 -2.090032 -6.799431 -1.01 -0.51 0.73 -0.007
C -2.014884 -2.031932 -6.446921 0.13 -0.87 -0.72 -0.223
C -2.698974 -1.777132 -5.029441 1.25 -1.74 -1.22 -0.149
O -2.432234 -2.982572 -4.322841 -0.03 0.25 -1.47 -0.189
C -3.006354 -3.079442 -3.038111 0.50 0.53 0.05 -0.074
N -2.736944 -1.193422 -7.511151 0.92 1.75 0.73 0.217
H -2.370764 -0.252332 -7.491921 0.39 0.74 0.32 0.161
H -2.566414 -1.405172 -8.483871 -0.16 -1.06 -0.43 0.177
H -3.715734 -1.030552 -7.322621 -0.68 -0.62 -0.11 0.164
H 0.135426 -2.512262 -5.996471 -0.34 0.36 0.50 0.081
H 0.018336 -1.179132 -7.147361 -0.27 0.01 -0.09 0.082
H -0.427454 -2.921902 -7.502551 0.34 0.54 -0.63 0.090
H -2.308824 -3.014812 -6.815231 -0.43 -0.24 1.01 0.143
H -3.769874 -1.738282 -5.228831 -0.28 0.48 0.17 0.125
H -2.305124 -0.888952 -4.535341 -0.08 0.14 0.16 0.124
H -4.042114 -2.741382 -3.006251 -0.09 0.17 -0.06 0.092
H -2.343704 -2.445532 -2.448911 -0.47 -0.12 0.88 0.065
H -2.985924 -4.124162 -2.727911 0.22 0.13 -0.05 0.102
C 0.262166 2.357368 2.293919 -0.05 0.76 1.01 -0.026
C 1.544816 1.707928 2.817549 0.61 -0.49 -1.78 -0.270
C 1.820756 1.738668 4.355279 -1.50 -1.06 -1.87 -0.181
O 2.988866 1.034898 4.674069 -0.80 0.78 -0.86 -0.182
C 3.461386 1.373408 5.959059 1.31 -0.46 0.73 -0.078
N 1.612366 0.353398 2.148929 0.68 -0.88 1.78 0.211
H 0.979876 -0.363192 2.475359 -0.37 -0.18 0.23 0.152
H 1.587846 0.342048 1.139279 -0.62 0.16 -2.20 0.086
H 2.555936 0.023418 2.293419 0.45 -0.61 0.55 0.125
H -0.624974 1.732298 2.395719 0.08 -0.25 0.47 0.072
H 0.211356 2.680028 1.254009 0.78 -0.14 -0.05 0.086
H 0.132026 3.246528 2.910809 -0.41 0.14 -0.13 0.090
H 2.435146 2.021338 2.272399 0.03 1.57 0.50 0.151
H 0.965646 1.228458 4.798629 -0.29 -0.05 0.45 0.135
H 1.707906 2.790548 4.617779 0.76 0.15 0.30 0.142
H 2.687766 1.570558 6.701169 -0.21 -0.01 -0.21 0.101
H 4.169466 2.200648 5.910129 -0.23 0.28 -0.03 0.103
H 4.043576 0.512208 6.286909 -0.10 0.01 0.18 0.094
C -0.972284 5.656308 -4.099031 -0.60 -1.01 0.76 -0.089
C -0.845134 4.139758 -3.887741 1.36 -0.53 -0.35 -0.248
C 0.638036 3.726848 -4.149641 -0.13 0.24 1.19 -0.234
C 1.431676 3.528478 -2.846341 1.74 -1.11 -0.03 -0.252
P 3.207266 2.968078 -3.161061 -0.19 2.99 -0.49 1.061
C 3.919496 4.417428 -4.131581 -0.15 -0.67 0.05 -0.243
C 4.080236 5.743458 -3.322271 0.14 -0.27 -0.42 -0.230
C 4.128546 7.047978 -4.141341 0.28 0.56 -0.93 -0.237
C 2.919916 7.341308 -5.093601 0.93 -0.18 1.27 -0.077
C 4.100506 2.859948 -1.505821 -0.58 -1.74 -2.20 -0.204
C 5.674706 2.489208 -1.626391 -0.54 1.47 0.21 -0.201
C 6.189136 1.102828 -1.170831 -2.18 0.73 0.95 -0.234
C 6.070176 0.970698 0.359329 1.24 -0.27 -0.68 -0.096
C 3.108386 1.409968 -4.064171 0.89 -0.84 0.28 -0.241
C 4.430646 0.916358 -4.688131 1.54 0.14 0.11 -0.240
C 4.537786 -0.455502 -5.319711 -1.93 -1.52 -0.38 -0.232
C 4.518846 -1.561752 -4.257801 1.78 -0.44 1.01 -0.111
H -1.961084 5.955868 -3.751711 -0.11 0.33 -0.64 0.077
H -0.779484 5.775088 -5.165241 -0.33 0.68 0.13 0.088
H -0.278524 6.252848 -3.506631 0.29 -0.19 -0.07 0.072
H -1.446224 3.604788 -4.623001 -0.21 0.22 -0.11 0.096
H -1.126864 3.691218 -2.935091 -0.24 0.55 0.32 0.095
H 1.135556 4.589048 -4.593691 -0.07 -0.33 -0.74 0.080
H 0.687826 2.823008 -4.756841 0.19 0.20 -0.17 0.095
H 1.145436 2.705428 -2.191541 -0.86 0.01 0.08 0.067
H 1.530916 4.436688 -2.251871 -0.20 0.07 0.00 0.090
H 3.308176 4.501168 -5.030111 -0.54 0.22 0.15 0.082
H 4.854036 4.102048 -4.595571 0.40 0.02 0.41 0.090
H 5.008886 5.618568 -2.765391 0.06 0.25 0.12 0.106
H 3.301736 5.890948 -2.573751 -0.29 -0.32 0.03 0.095
H 5.020356 7.119838 -4.763931 0.24 -0.45 0.06 0.108
H 4.276636 7.892158 -3.467911 -0.26 -0.18 0.35 0.109
H 2.084026 6.813668 -4.634271 -0.47 -0.08 -0.69 0.043
H 3.193966 7.064078 -6.111511 -0.57 -0.33 0.07 0.077
H 2.681466 8.404898 -5.098151 0.05 -0.07 0.02 0.078
H 3.462736 2.125068 -1.014601 0.34 -0.78 0.22 0.058
H 3.769266 3.762528 -0.992271 0.87 0.46 -0.13 0.085
H 5.985336 3.375428 -1.073001 1.20 -0.51 0.47 0.103
H 6.133976 2.652568 -2.601321 -0.78 0.27 -0.45 0.097
H 7.135126 0.782948 -1.607731 0.06 0.51 0.17 0.121
H 5.412686 0.436558 -1.546741 0.16 -0.52 -0.35 0.082
H 5.011876 0.981988 0.620059 0.11 -0.06 0.32 0.055
H 6.642636 1.737138 0.881789 -0.30 0.29 -0.01 0.083
H 6.576446 0.048108 0.643229 -0.49 -0.28 0.27 0.067
H 2.273466 1.236948 -4.743201 -0.07 0.79 -0.07 0.100
H 2.835946 0.834108 -3.179721 0.07 -0.91 0.15 0.063
H 5.226296 0.829538 -3.948201 -0.14 0.49 0.66 0.093
H 4.898886 1.594128 -5.401901 -0.67 0.56 -0.11 0.115
H 5.408086 -0.519262 -5.972861 0.10 0.10 0.29 0.121
H 3.696336 -0.677402 -5.976071 -0.23 0.40 -0.35 0.101
H 4.145696 -2.582022 -4.346721 -1.14 0.52 -0.96 0.059
H 4.210306 -1.179272 -3.284851 -0.33 0.02 0.06 0.052
H 5.539256 -1.901222 -4.080031 0.57 0.53 0.17 0.067
C -2.915104 -4.396622 0.815419 0.16 0.74 0.34 -0.089
C -1.553124 -4.325332 0.095999 -0.94 0.01 -0.21 -0.252
C -0.345324 -4.175842 1.046839 -0.29 -0.39 -0.20 -0.234
C 0.992896 -4.193592 0.305189 0.44 -0.19 0.20 -0.262
P 2.567726 -4.385402 1.243239 -0.79 0.97 -0.10 1.086
C 3.895496 -4.647632 -0.042581 -0.14 0.94 1.10 -0.206
C 4.509316 -3.335212 -0.594861 1.08 0.90 -1.54 -0.243
C 5.785846 -3.532052 -1.503571 -1.60 -1.84 -0.83 -0.183
C 5.398176 -4.453522 -2.767891 -0.21 0.60 0.61 -0.093
C 2.799296 -2.754032 2.065069 0.33 -0.20 0.10 -0.275
C 3.898496 -2.704362 3.162239 0.91 0.06 -0.40 -0.195
C 5.251606 -2.078422 2.648469 -0.98 1.16 1.33 -0.239
C 6.087746 -1.412882 3.794769 0.02 -1.87 -0.43 -0.079
C 2.241186 -5.654262 2.551019 0.67 1.06 -0.29 -0.267
C 1.861056 -7.005482 2.006689 -0.94 -1.48 -0.61 -0.242
C 1.723696 -8.055762 3.147589 0.43 -0.42 0.21 -0.230
C 0.412876 -7.952192 3.925479 -0.17 0.97 0.18 -0.095
H -3.712294 -4.945232 0.313799 0.43 -0.39 -0.16 0.078
H -3.323024 -3.386852 0.860849 0.00 0.17 0.52 0.057
H -2.779444 -4.790642 1.822609 -0.30 -0.03 0.04 0.074
H -1.639354 -3.476122 -0.581861 0.45 -0.04 -0.10 0.056
H -1.547514 -5.209332 -0.541661 0.87 -0.17 0.07 0.114
H -0.446844 -4.946992 1.810459 0.22 -0.16 0.03 0.096
H -0.384044 -3.220552 1.570319 -0.36 0.13 0.12 0.103
H 1.073336 -3.217152 -0.172501 0.35 0.00 -0.50 0.076
H 1.049516 -4.993532 -0.433041 -0.25 0.05 -0.25 0.100
H 3.407916 -5.235302 -0.820401 0.32 -0.14 -0.02 0.091
H 4.675886 -5.206552 0.473859 0.07 -0.34 -0.24 0.106
H 4.786466 -2.520022 0.073539 -0.14 -0.68 0.91 0.073
H 3.885056 -2.759402 -1.278111 -0.96 -0.49 0.06 0.091
H 6.616856 -3.960272 -0.943071 0.00 -0.15 -0.07 0.103
H 6.102836 -2.551582 -1.858941 -0.10 -0.02 0.01 0.083
H 5.152946 -5.500772 -2.591161 1.13 -0.30 0.64 0.066
H 6.095136 -4.348692 -3.599371 0.19 -0.26 0.26 0.075
H 4.417756 -4.246662 -3.196941 -0.16 1.12 0.11 0.043
H 1.775996 -2.522352 2.360499 -0.08 -0.10 0.66 0.069
H 2.998686 -2.007982 1.295809 0.08 -0.17 -0.45 0.061
H 3.987086 -3.705022 3.585239 0.41 0.07 0.16 0.090
H 3.705896 -2.044092 4.007849 -0.86 -0.04 -0.04 0.103
H 4.900386 -1.152832 2.192369 0.05 -0.23 -1.19 0.066
H 5.866576 -2.679972 1.979109 -0.20 0.02 0.09 0.105
H 5.593376 -0.546322 4.233839 0.08 0.04 -0.24 0.062
H 7.065176 -1.192922 3.365439 -0.05 0.44 0.29 0.079
H 6.247496 -2.152392 4.579439 0.17 0.11 0.21 0.079
H 1.375496 -5.281202 3.098279 -0.18 0.40 -0.11 0.093
H 3.023106 -5.582702 3.307049 0.41 -0.53 -0.25 0.094
H 2.410446 -7.393232 1.148829 0.91 0.13 0.34 0.116
H 0.909836 -6.827692 1.505019 -0.54 -0.25 0.21 0.093
H 2.655086 -7.912342 3.695359 -0.31 0.49 1.02 0.105
H 1.893476 -9.121882 2.997079 -0.30 0.02 -1.55 0.114
H -0.474934 -7.961142 3.293179 0.20 -0.02 -0.58 0.074
H 0.383476 -6.979212 4.415929 -0.19 0.00 0.44 0.062
H 0.170056 -8.731422 4.647939 0.72 0.02 0.13 0.084
C -8.892014 4.667798 0.331009 -1.16 -0.11 0.25 -0.093
C -8.559594 3.282008 0.930629 -0.24 1.24 -0.67 -0.258
C -7.225344 3.317218 1.694569 -1.08 -1.52 -0.76 -0.219
C -7.119954 1.887818 2.323519 0.89 0.40 0.44 -0.264
P -5.556444 1.544238 3.148009 -0.16 -0.50 1.65 1.007
C -5.425214 -0.204092 3.784829 -0.28 1.49 0.65 -0.226
C -6.156834 -0.426052 5.172399 0.37 -0.22 -1.74 -0.251
C -5.932354 -1.848722 5.608739 -0.32 -0.07 0.61 -0.284
C -6.347004 -1.986812 7.091079 0.63 -0.11 -1.12 -0.080
C -5.356484 2.684498 4.600529 -0.06 -0.70 -0.54 -0.241
C -3.914754 2.931318 5.048189 0.41 0.56 1.46 -0.232
C -3.710344 3.624758 6.477339 1.10 0.43 -1.26 -0.233
C -4.534574 4.904578 6.708989 -0.98 -1.57 0.83 -0.094
C -4.192024 1.833558 2.057709 -0.33 0.16 -1.15 -0.286
C -4.146664 1.037028 0.727819 0.58 0.00 -1.23 -0.209
C -5.030334 1.353588 -0.525951 -1.17 -0.86 0.66 -0.223
C -5.013294 0.279308 -1.699301 -0.05 1.34 0.84 -0.079
H -8.555954 4.892608 -0.681231 0.89 -0.05 0.32 0.076
H -8.687364 5.438288 1.074359 0.49 0.24 -0.33 0.075
H -9.964214 4.796498 0.182939 -0.27 -0.42 0.19 0.076
H -8.542344 2.546458 0.126409 0.12 -0.21 0.07 0.107
H -9.373014 3.001848 1.599919 0.07 -0.05 0.13 0.115
H -7.248034 4.197288 2.337269 0.31 -0.41 0.44 0.114
H -6.444954 3.414578 0.939829 0.26 0.24 0.19 0.094
H -7.160784 1.128818 1.542269 -0.22 0.06 -0.20 0.088
H -7.894384 1.617678 3.041429 -0.26 0.34 0.01 0.110
H -4.351004 -0.361602 3.881579 0.17 -0.02 0.22 0.086
H -5.736954 -0.890682 2.997739 -0.37 -0.06 0.13 0.097
H -7.228514 -0.323362 5.001949 -0.10 0.33 0.15 0.120
H -5.858704 0.251228 5.972719 0.24 0.17 -0.31 0.101
H -4.895114 -2.160392 5.485939 0.16 0.08 0.02 0.107
H -6.521344 -2.472352 4.936219 -0.08 -0.32 0.20 0.114
H -6.347804 -3.057482 7.295479 -0.41 0.25 0.61 0.083
H -7.283324 -1.456642 7.265219 -0.23 -0.54 0.11 0.082
H -5.595804 -1.475302 7.692879 0.06 -0.20 0.18 0.077
H -5.881444 2.149238 5.391739 -0.22 0.29 0.08 0.083
H -5.927384 3.575988 4.340899 0.14 0.17 0.19 0.095
H -3.348144 3.566948 4.367729 -0.30 0.01 -0.36 0.101
H -3.375714 1.985158 5.096529 0.02 -0.22 -0.04 0.094
H -2.649654 3.875478 6.490329 0.28 0.48 -0.53 0.091
H -3.615314 2.941008 7.320869 -1.37 -0.30 0.04 0.106
H -4.357974 5.312268 7.704329 0.58 0.39 -0.30 0.083
H -5.557704 4.557488 6.853319 -0.42 0.15 -0.33 0.066
H -4.558494 5.650118 5.914189 0.48 -0.08 0.10 0.082
H -3.305534 1.625568 2.656859 0.12 0.08 -0.11 0.077
H -4.253184 2.907388 1.880959 0.36 0.19 -0.17 0.105
H -4.211594 -0.033232 0.923859 -0.08 -0.10 0.14 0.100
H -3.148334 1.194508 0.319629 0.40 -0.19 0.29 0.091
H -4.920694 2.380858 -0.873521 0.66 -0.09 -0.26 0.109
H -6.076554 1.374318 -0.220831 -0.21 -0.16 0.12 0.068
H -5.760634 0.640378 -2.405841 0.16 -0.03 -0.23 0.073
H -5.362684 -0.708602 -1.399181 0.19 0.05 0.36 0.070
H -4.051454 0.192088 -2.204621 0.07 0.03 0.08 0.045
```
Forces are in eV/Å.

Results
* net charge: +4
* HOMO level: -15.1 eV

# C3H10N3O

A molecular structure, C3H10N3O in a non-equilibrium geometry (ωB97M-V/def2-TZVPD, the Open Molecules 2025 dataset).

Structure (XYZ):
```
17
Properties=species:S:1:pos:R:3:forces:R:3:lowdin_charge:R:1
C 0.122502 0.585130 -0.093458 -3.41 -2.78 4.08 -0.227
C 1.496519 0.285587 -2.118637 -0.27 -2.04 1.64 0.027
C -1.736317 -0.922032 1.375823 0.51 -1.51 -1.24 -0.084
N 0.806241 -0.137026 -0.856076 0.94 -2.39 -0.02 0.017
N -0.438739 -0.323377 1.496001 3.84 1.89 -1.51 -0.106
N -0.478047 1.724340 -0.205777 0.19 1.81 0.68 0.218
O 0.623575 -1.290733 1.545585 -1.39 0.32 0.33 -0.077
H 2.105830 -0.647341 -2.333214 -0.67 1.51 -0.48 0.123
H 0.628985 0.444663 -2.796371 1.43 0.52 -0.21 0.116
H 2.159443 1.062195 -1.708945 -0.26 0.26 -1.40 0.108
H -2.114374 -1.568658 2.237775 1.07 1.08 -0.97 0.137
H -2.275225 -0.023572 1.284849 -1.75 0.68 -0.19 0.063
H -1.708440 -1.480391 0.424375 -0.87 -0.26 0.44 0.095
H 0.857506 -1.137187 -0.514581 0.39 1.40 -0.37 0.179
H -0.143506 2.458484 -0.831686 -0.26 -0.31 0.02 0.148
H -0.890803 2.052123 0.674143 0.15 0.02 -0.57 0.145
H 0.984848 -1.082204 2.420194 0.36 -0.19 -0.23 0.120
```
Forces are in eV/Å.

Results
* net charge: +1
* HOMO level: -13.9 eV
* energy relative to the best compared isomer or geometry (same formula, charge and spin): 129.6 kcal/mol